Record 1
DFT (ωB97M-V/def2-TZVPD) results for a cluster of 2 separate species, C31H47FN4O4PS2 in total.

Highest occupied orbital energy (eV): -1.16
HOMO-LUMO gap (eV): 1.60
Total charge: -1

Geometry (Å):
N -0.326 -2.929 -0.823
C -2.094 -3.646 -2.740
N 1.426 -1.656 2.048
H -0.801 7.709 -2.163
C 2.708 -6.147 -1.948
H 1.991 -1.589 -0.510
C 2.564 -2.474 -0.031
C -2.670 -4.342 2.101
H -0.488 1.241 -2.780
C 2.315 -2.511 1.549
N 1.883 5.750 -0.380
N -1.891 0.791 0.407
H -3.079 0.546 -2.943
H -0.413 -2.595 4.590
H -4.406 -1.264 -4.513
H -0.858 5.196 -0.994
H 2.028 7.053 -2.752
H 0.334 6.199 2.018
H -2.618 -4.523 -0.122
C -1.752 -1.271 5.933
H -2.044 -4.265 4.631
H 4.239 -4.717 -0.828
H -2.657 -0.587 5.730
H 0.107 8.657 0.123
C 0.237 7.741 -1.812
C -1.758 -1.108 -1.954
H -1.762 -4.872 2.542
C 1.198 6.845 1.836
C 2.226 4.468 -2.435
C -3.277 -3.158 3.014
S 0.902 -7.909 -3.375
C 2.108 -3.785 -0.818
H 1.011 -1.099 1.281
H 1.857 4.291 -3.453
O 2.134 4.669 0.456
H -0.885 -2.111 1.102
C 0.602 -3.990 -1.243
C 0.199 -5.272 -2.062
C -1.362 -2.627 -1.824
C 2.705 7.926 0.179
H 3.210 4.939 -2.520
H 2.052 6.444 2.388
H -1.872 1.829 0.292
H 3.597 7.494 0.641
H 2.359 3.490 -1.964
H 0.029 3.674 -0.961
C 1.047 6.640 -2.493
H 3.477 -6.971 -2.185
H 0.577 6.393 -3.453
H -0.488 4.355 -2.497
C 1.493 6.982 0.326
H -0.113 -3.798 1.116
C -0.089 4.612 -1.507
H -4.423 -3.271 3.059
C 1.250 5.365 -1.643
C 0.241 7.648 -0.290
H 2.945 8.124 -0.869
H 4.200 -3.249 2.470
H -3.721 -3.904 -4.383
H 2.520 8.894 0.662
C -2.374 -3.698 0.627
C -2.844 -0.572 -2.923
P -0.820 0.147 -0.850
H -0.651 7.093 0.021
C -1.447 -2.111 4.569
H 2.817 -3.045 3.653
F 1.584 -9.201 -2.494
H 2.786 -4.543 2.457
O -0.323 1.495 -1.834
H -2.033 -2.052 6.729
H -1.504 -1.353 3.714
C -3.583 -1.635 -3.813
S -1.558 -5.424 -2.575
H -1.370 0.639 1.294
H 0.627 8.715 -2.127
H -3.055 -2.173 2.465
C -2.584 -3.258 4.472
O -0.538 -8.257 -3.563
H -0.804 -0.684 6.183
H -3.106 -2.837 0.412
C 1.223 -6.374 -2.433
C 3.166 -4.886 -1.181
H 0.972 7.825 2.276
H -3.420 -3.106 5.254
C -0.876 -3.133 0.556
C -3.186 -3.149 -3.720
C 3.068 -3.447 2.599
H 3.675 -2.275 -0.274
H -3.470 -5.165 1.939
O 1.704 -7.858 -4.658

Record 2
DFT (ωB97M-V/def2-TZVPD) results for the molecule C6H10.

Highest occupied orbital energy (eV): -8.92
HOMO-LUMO gap (eV): 9.94
Relative energy (zero: lowest compared OMol25 entry of this formula, charge and spin) (eV): 1.609

Geometry (Å):
H -2.440 -1.035 -0.542
H 1.113 -1.656 0.340
H 0.721 -0.663 1.736
C 0.846 -0.636 0.648
C -0.803 0.921 -0.266
H -1.244 -2.314 -0.223
H -1.983 -1.427 1.125
H 1.719 1.363 0.526
H -0.632 1.563 -2.039
H 2.242 0.288 -0.773
C -0.953 1.930 -1.073
H -1.317 2.930 -0.850
C 1.980 0.326 0.291
C -1.607 -1.333 0.103
C -0.512 -0.300 0.087
H 2.875 0.065 0.866

Record 3
DFT (ωB97M-V/def2-TZVPD) results for a structure of composition C3H6Si.

Highest occupied orbital energy (eV): -8.01
HOMO-LUMO gap (eV): 8.80
Relative energy (zero: lowest compared OMol25 entry of this formula, charge and spin) (eV): 3.370

Geometry (Å):
H 1.463 -0.299 -1.803
H -2.237 -1.090 0.246
H 0.307 -1.680 0.175
C 1.514 0.197 -0.866
H 1.744 1.028 1.057
H -1.186 0.808 -1.109
C 1.347 0.402 0.388
Si -1.509 0.184 0.194
H -1.628 1.074 1.305
C 0.184 -0.624 0.413

Record 4
DFT (ωB97M-V/def2-TZVPD) results for the molecule C4H7NO2.

Highest occupied orbital energy (eV): -10.12
HOMO-LUMO gap (eV): 10.97
Relative energy (zero: lowest compared OMol25 entry of this formula, charge and spin) (eV): 1.838

Geometry (Å):
C -0.543 -0.258 0.342
H -0.644 1.758 1.132
C -0.194 -0.993 -0.900
H -0.756 -1.689 1.584
H 2.444 0.361 0.789
O 2.164 0.616 -1.206
H -0.443 1.659 -0.640
C -0.913 1.198 0.233
O -1.204 -0.851 1.401
H -0.120 -0.433 -1.830
N 0.822 -0.737 0.114
C 1.869 0.155 -0.130
H -2.000 1.251 0.111
H -0.482 -2.036 -1.001

Record 5
DFT (ωB97M-V/def2-TZVPD) results for the molecule C2H3NO3S.

Highest occupied orbital energy (eV): -8.97
HOMO-LUMO gap (eV): 8.53
Relative energy (zero: lowest compared OMol25 entry of this formula, charge and spin) (eV): 1.339

Geometry (Å):
H 0.926 1.678 -0.285
O 0.040 1.904 -0.613
C 0.589 -0.752 -0.080
O 0.497 -2.014 -0.460
C -0.740 -0.155 0.366
N -0.803 1.164 0.182
O 1.635 -0.131 -0.032
H 1.403 -2.330 -0.670
H -1.650 1.666 0.454
S -1.896 -1.030 1.138

Record 6
DFT (ωB97M-V/def2-TZVPD) results for a cluster of 2 separate species, C5H5NO in total.

Highest occupied orbital energy (eV): -9.78
HOMO-LUMO gap (eV): 10.16
Relative energy (zero: lowest compared OMol25 entry of this formula, charge and spin) (eV): 3.557

Geometry (Å):
C 0.801 2.138 -0.234
O -1.672 1.720 -0.446
H -2.170 2.441 -0.036
C -0.708 -1.976 0.324
H -1.675 -2.066 -0.159
H 1.856 2.267 -0.138
C 0.257 -1.254 -0.243
N 2.604 -0.927 0.814
C -0.384 1.960 -0.324
C 1.551 -1.079 0.356
H -0.572 -2.480 1.277
H 0.113 -0.745 -1.192

Record 7
DFT (ωB97M-V/def2-TZVPD) results for a cluster of 2 separate species, C6H14N3O2S in total.

Highest occupied orbital energy (spin up / spin down) (eV): -11.05 / -13.24
HOMO-LUMO gap (spin up / spin down) (eV): 7.22 / 6.26
Total charge: +1
Spin multiplicity: 3

Geometry (Å):
H 0.642 2.019 -0.628
H -3.222 3.107 -0.076
O -2.005 -1.988 -0.686
S -1.885 1.559 0.769
C 2.818 1.841 -0.099
H 1.777 -3.779 0.988
H -2.398 2.187 -1.488
H -2.751 -2.344 -1.214
H -3.972 1.450 -0.500
H 2.014 -0.335 0.105
N 0.294 -2.480 0.512
N 1.153 0.141 0.253
H 3.038 1.324 -1.061
H 2.248 -2.404 1.472
O -3.532 -0.705 0.241
N -2.370 -0.837 -0.036
H 2.407 -2.711 -0.362
C -1.318 -0.023 0.174
C 0.026 -0.487 0.144
H 3.293 1.677 0.789
H 0.775 1.887 1.079
C 1.341 1.573 0.145
C -3.085 2.206 -0.538
C 1.663 -2.820 0.577
H 3.045 2.969 -0.293
H 0.003 -3.026 -0.269

Record 8
DFT (ωB97M-V/def2-TZVPD) results for a structure of composition C24H17N5O4W.

Highest occupied orbital energy (spin up / spin down) (eV): -15.00 / -15.07
HOMO-LUMO gap (spin up / spin down) (eV): 7.16 / 5.43
Total charge: +2
Spin multiplicity: 3
Relative energy (zero: lowest compared OMol25 entry of this formula, charge and spin) (eV): 0.000

Geometry (Å):
H -3.162 1.911 1.142
C 0.058 2.630 0.138
C 2.995 3.060 -1.144
H -3.146 4.383 1.448
C 1.730 -0.678 7.156
C 1.435 -0.357 2.977
H 4.781 3.847 -2.008
C -2.267 3.874 1.087
C 4.335 3.004 -1.503
H 0.993 -2.673 6.944
C -2.288 2.505 0.926
H 6.138 1.856 -1.514
C 1.301 -1.779 6.424
C 2.054 0.605 5.169
C 0.177 -2.874 -1.177
C 3.195 0.816 -0.245
H 0.915 -2.526 4.448
C 1.604 -0.491 4.417
H 2.410 3.931 -1.389
C -1.062 -1.681 0.399
W 0.837 -0.085 0.542
N -0.014 -1.739 -0.484
H -2.353 -4.767 0.025
O 1.335 -1.364 2.182
O 2.097 0.231 9.211
C 2.137 0.501 6.543
C -1.145 1.883 0.433
C 2.408 1.967 -0.512
C 0.038 4.020 0.306
H 2.488 1.322 7.150
C -0.644 -3.973 -1.020
H 2.328 1.523 4.668
C -1.699 -3.918 -0.108
H 2.712 -0.110 0.295
N 1.080 1.763 -0.150
N 1.698 -0.741 8.630
C 5.098 1.880 -1.230
H -0.471 -4.859 -1.610
C 4.530 0.774 -0.595
O 1.254 -1.749 9.106
O 1.350 0.782 2.401
N -1.179 -0.437 1.032
N -0.959 0.558 0.144
C -1.914 -2.758 0.619
H 0.913 4.619 0.111
C -1.115 4.615 0.778
H 1.002 -2.875 -1.879
H 5.136 -0.093 -0.372
H -1.126 5.682 0.937
H -2.737 -2.656 1.311
C 1.256 -1.694 5.047

Record 9
DFT (ωB97M-V/def2-TZVPD) results for a structure of composition C38H59BBiBr2N7SSb.

Highest occupied orbital energy (eV): -10.36
HOMO-LUMO gap (eV): 7.42
Total charge: +1

Geometry (Å):
C 14.765 7.633 9.167
C 10.733 14.059 9.816
H 11.949 6.287 8.263
H 11.760 4.864 9.265
H 12.716 10.614 8.358
H 13.302 15.108 8.936
H 15.346 13.258 9.120
H 11.188 15.987 8.843
Br 14.134 7.668 13.651
H 10.891 6.063 11.314
C 7.394 9.902 11.333
N 12.527 12.242 10.325
C 13.203 6.302 14.593
H 10.638 8.084 6.573
H 8.086 14.062 15.305
H 10.227 14.397 16.544
H 5.777 8.422 11.164
C 10.308 14.718 11.119
H 16.571 10.438 12.477
H 7.016 10.335 12.211
H 11.305 11.290 18.382
C 11.472 6.945 11.021
C 10.230 13.310 16.616
H 12.145 14.661 14.731
C 7.668 9.762 16.533
H 13.593 14.489 13.557
C 12.694 6.535 10.276
H 12.418 12.215 15.314
C 9.123 9.709 9.675
C 12.256 9.914 7.686
C 13.610 7.683 9.975
Sb 10.244 10.568 14.933
Br 11.324 6.641 14.636
H 15.110 6.789 8.595
N 13.447 8.919 10.474
C 10.705 10.397 18.171
C 8.221 13.003 15.196
H 10.103 13.187 9.642
N 10.430 9.961 9.328
H 13.341 5.315 14.127
C 14.023 13.207 16.045
H 12.096 10.370 6.697
H 7.633 12.529 15.994
C 14.069 11.925 13.955
H 8.885 7.657 15.343
C 15.669 10.856 12.910
H 8.297 7.438 7.310
Bi 11.591 10.539 11.668
H 14.807 13.908 15.814
C 12.155 13.469 9.839
H 8.213 9.012 17.151
B 14.788 11.027 10.562
C 12.535 9.507 16.688
H 9.583 15.505 8.685
C 12.741 14.008 14.075
H 12.947 8.910 17.483
C 8.264 8.271 14.655
H 13.593 6.276 15.593
C 8.935 8.139 7.837
H 15.920 11.404 10.222
S 9.326 11.738 11.589
H 7.729 10.722 17.067
C 15.384 11.492 14.103
C 13.237 12.765 14.862
H 16.293 9.234 8.905
N 14.618 11.029 12.120
H 13.355 5.279 8.628
C 14.326 13.230 9.459
H 12.050 13.637 13.306
N 14.539 9.603 10.062
C 15.357 8.869 9.278
N 13.869 12.148 10.043
C 11.043 9.759 16.829
H 10.936 9.654 18.966
C 8.233 9.733 15.121
C 12.426 5.676 9.046
C 10.579 15.085 8.731
C 8.597 10.328 10.843
H 10.472 14.119 12.012
C 7.104 8.340 9.501
H 7.818 12.698 14.195
H 7.605 10.331 14.474
C 13.278 14.126 9.354
H 10.900 15.626 11.248
H 9.246 15.051 11.142
N 13.617 11.620 12.723
C 9.716 12.658 15.337
H 13.333 5.887 10.906
H 11.678 7.441 11.955
H 6.647 9.395 16.443
C 10.181 8.511 7.490
H 8.596 8.158 13.614
H 6.579 7.521 8.993
H 14.550 12.413 16.595
H 13.379 13.781 16.684
H 10.795 14.681 7.751
H 9.693 10.646 18.318
H 10.836 7.525 10.386
H 9.561 13.016 17.434
C 6.685 8.865 10.693
H 12.784 9.017 15.755
H 13.088 10.445 16.687
H 7.262 7.869 14.791
H 16.094 11.665 14.962
H 11.250 12.967 16.902
C 8.357 8.777 8.976
H 10.550 8.778 16.828
H 10.242 13.152 14.513
H 12.921 9.066 7.494
C 10.934 9.433 8.236

Record 10
DFT (ωB97M-V/def2-TZVPD) results for a cluster of 3 separate species, C39H38FN2O8P in total.

Highest occupied orbital energy (eV): -8.58
HOMO-LUMO gap (eV): 7.47

Geometry (Å):
O 3.519 -1.928 -8.778
P -4.897 0.395 0.222
H -0.563 -0.607 -1.884
H 4.122 6.862 6.762
H -9.448 0.703 2.612
C 4.542 2.039 4.461
O 3.609 1.584 3.812
H 2.280 5.999 5.337
C 8.046 1.059 5.471
C 4.223 0.473 -7.533
C 6.721 3.085 6.044
H -5.297 -2.100 2.713
O 0.682 -0.489 -4.490
H 9.102 -0.738 4.924
H -0.716 1.977 0.645
C 4.508 1.672 -6.877
C -7.727 -1.854 1.925
C 3.175 5.400 5.492
C 2.697 1.258 -5.330
N -5.510 1.233 1.465
O 7.634 3.514 6.742
C -9.088 -1.012 1.574
H 5.327 2.299 -7.225
H 3.959 3.007 -5.276
C -0.416 -4.000 -6.495
C 5.790 1.264 4.622
O -2.579 -4.633 0.636
H -7.382 -1.544 3.019
C -1.724 -2.054 -0.535
C 8.170 -0.182 4.846
C 5.911 0.010 4.009
C 7.100 -0.710 4.124
H 1.910 -3.835 -8.971
C 3.166 -0.333 -7.090
C -1.214 -0.537 -0.890
C -3.329 -2.198 -0.236
O -9.665 -0.273 2.712
C 5.483 3.869 5.867
H 8.883 1.463 6.038
H -1.022 -2.487 0.304
H 2.106 1.574 -4.472
F -4.136 -2.121 -1.476
H 5.082 -0.406 3.439
C 4.440 3.373 5.086
C 1.358 -3.555 -8.075
C -5.325 -2.085 1.522
C -3.474 -3.639 0.596
C 0.985 -2.043 -6.224
H -5.929 0.111 -0.777
H -8.022 -2.994 1.979
H -9.914 -1.810 1.252
H -2.047 0.696 1.136
H 0.937 1.077 2.567
H -1.509 -2.712 -1.507
H 2.472 3.769 4.274
C 1.315 -0.804 -5.490
H -5.599 -4.134 0.802
H -1.240 -4.623 -6.155
C -4.063 -1.218 0.854
C -0.178 0.682 2.553
O -0.260 -0.086 0.167
H 0.017 -5.237 -8.207
C 3.742 2.068 -5.781
H 4.822 0.173 -8.390
H -0.141 -0.496 2.731
C -0.896 0.896 1.064
H -2.062 0.237 -1.113
C 0.293 -4.348 -7.645
C 4.211 5.886 6.290
C 6.851 1.781 5.364
H -10.048 0.204 -0.133
H -8.580 1.114 0.619
O -6.630 -1.707 0.957
C 1.709 -2.404 -7.360
H -0.804 1.147 3.431
H -3.880 1.212 -0.406
C 2.412 0.052 -5.983
H -3.485 -0.857 1.811
H 7.194 -1.682 3.644
H -6.535 1.379 1.325
C 2.849 -1.581 -7.812
C -8.959 0.040 0.325
H -8.317 -0.411 -0.561
H -0.634 -2.581 -4.890
N -4.854 -3.516 1.212
C 5.364 5.124 6.479
C 3.286 4.143 4.893
C -0.073 -2.849 -5.784
H 6.170 5.512 7.099

> Which formula does entry 4 have?

C4H7NO2